56
Properties=species:S:1:pos:R:3:forces:R:3:lowdin_charge:R:1 method="wB97M-V/def2-TZVPD" homo_ev=-8.15 fmax_ha_per_bohr=0.025 smiles="COc1ccc(N(CC(=O)NCc2ccco2)S(=O)(=O)c2ccc(OC)c(OC)c2)cc1" charge=0
C 0.466 3.173 -5.610 -0.035 -0.020 -0.195 -0.09
H -0.603 3.076 -5.824 0.037 -0.013 0.009 0.10
O 0.705 3.347 -4.234 0.033 -0.024 0.336 -0.09
C 0.326 2.355 -3.380 -0.042 -0.104 0.112 -0.28
C -0.299 1.172 -3.752 0.119 0.321 -0.231 -0.01
C -0.639 0.227 -2.797 -0.038 -0.142 0.441 0.00
C -0.375 0.444 -1.450 0.165 0.708 -0.609 -0.25
C 0.245 1.637 -1.079 -0.016 0.102 -0.276 -0.01
C 0.595 2.571 -2.028 -0.010 -0.003 -0.152 0.02
H 1.079 3.491 -1.742 0.061 0.120 0.050 0.12
H 0.457 1.828 -0.041 0.037 0.174 -0.003 0.09
N -0.736 -0.480 -0.456 0.531 -0.443 1.080 -0.17
S 0.325 -0.702 0.841 -0.202 0.212 0.318 0.70
O -0.066 -1.930 1.474 -0.331 0.028 0.044 -0.27
O 1.682 -0.604 0.378 -0.075 0.347 0.028 -0.26
C -0.047 0.634 1.960 0.314 -0.336 -0.309 -0.30
C 0.965 1.358 2.543 0.037 -0.223 -0.231 -0.06
C 0.642 2.362 3.449 -0.173 0.103 0.141 0.01
C -0.681 2.626 3.766 -0.105 -0.006 0.002 -0.19
C -1.716 1.863 3.161 0.076 -0.035 -0.022 -0.18
C -1.381 0.867 2.261 -0.300 0.192 0.199 0.01
H -2.127 0.260 1.778 -0.246 0.008 -0.012 0.11
O -2.974 2.190 3.531 0.345 0.144 0.106 -0.05
C -4.045 1.460 2.978 -0.184 -0.117 -0.095 -0.07
H -4.945 1.883 3.421 0.042 -0.072 -0.069 0.10
H -4.088 1.573 1.890 0.017 -0.005 0.030 0.10
H -3.980 0.398 3.233 0.013 0.027 -0.009 0.10
O -1.100 3.576 4.631 -0.177 -0.320 -0.280 -0.05
C -0.137 4.370 5.284 0.186 0.152 0.120 -0.07
H -0.703 5.047 5.923 0.088 -0.034 -0.036 0.10
H 0.453 4.954 4.571 -0.020 -0.037 0.017 0.10
H 0.532 3.764 5.902 -0.024 0.011 -0.037 0.10
H 1.438 2.929 3.903 0.042 0.082 0.067 0.11
H 1.988 1.143 2.283 0.164 0.038 -0.001 0.12
C -1.543 -1.622 -0.809 -0.289 -0.504 0.101 -0.10
C -0.856 -2.681 -1.681 -0.057 0.311 0.029 -0.49
O -1.507 -3.452 -2.357 -0.322 -0.145 -0.034 0.06
N 0.488 -2.677 -1.631 0.415 -0.193 0.132 0.09
H 0.979 -2.055 -1.005 0.022 -0.026 -0.187 0.09
C 1.271 -3.741 -2.211 0.110 -0.265 -0.319 -0.08
C 1.984 -4.518 -1.150 -0.444 0.396 0.628 -0.25
C 1.858 -4.512 0.208 -0.053 0.109 -0.627 -0.01
C 2.804 -5.453 0.690 0.358 -0.328 -0.379 -0.06
C 3.428 -5.956 -0.407 0.029 -0.117 0.866 -0.13
O 2.940 -5.393 -1.529 -0.078 0.125 -0.513 0.05
H 4.203 -6.687 -0.525 0.101 -0.081 -0.115 0.12
H 2.987 -5.713 1.712 0.102 -0.108 0.191 0.10
H 1.190 -3.914 0.793 -0.166 0.155 0.038 0.09
H 2.002 -3.330 -2.918 -0.099 -0.089 0.027 0.14
H 0.576 -4.385 -2.764 0.176 0.137 0.029 0.13
H -2.462 -1.294 -1.302 0.173 -0.042 0.002 0.14
H -1.807 -2.124 0.126 -0.146 -0.024 -0.240 0.13
H -1.110 -0.685 -3.127 -0.077 -0.087 -0.062 0.11
H -0.525 0.960 -4.785 -0.010 0.010 -0.098 0.11
H 0.996 2.300 -6.004 -0.028 0.019 0.017 0.10
H 0.848 4.072 -6.091 -0.043 -0.087 -0.016 0.09